Record 1
# C20H24N4O6S

The molecule C20H24N4O6S in a non-equilibrium geometry (wB97M-V/def2-TZVPD, the OMol25 dataset).

As for the spin multiplicity: 1. Its gap between HOMO and LUMO is 8.69 eV. For the energy above the lowest of the compared OMol25 structures with the same formula, charge and spin, the calculation gives 22.23 kcal/mol. The value obtained for the HOMO energy is -8.144 eV. As for the SMILES: COCCN(CC(=O)NCc1ccc2c(c1)OCO2)C(=O)CCC(=O)Nc1nccs1.

Geometry as XYZ:
```
55
Properties=species:S:1:pos:R:3:forces:R:3
C 5.254 1.084 2.333 0.0 0.0 0.1
O 4.571 0.690 1.171 -0.1 0.0 -0.3
C 3.666 -0.367 1.399 -0.1 -0.3 0.0
C 2.849 -0.612 0.124 0.4 -0.1 0.5
N 1.804 0.372 -0.031 0.2 0.2 -0.1
C 2.225 1.668 -0.557 -0.1 0.1 -0.3
C 1.798 1.676 -2.030 0.1 0.4 0.5
O 2.491 1.212 -2.911 0.3 -0.3 -0.3
N 0.564 2.190 -2.217 -0.3 0.4 -0.1
C -0.232 1.848 -3.385 0.1 0.0 0.0
C -1.204 0.774 -2.966 -0.2 0.1 -0.1
C -2.507 1.093 -2.619 0.2 0.0 -0.2
C -3.380 0.149 -2.085 -0.1 -0.4 0.2
C -2.889 -1.119 -1.899 0.5 0.1 -0.2
C -1.577 -1.448 -2.244 -0.5 0.3 0.1
C -0.718 -0.524 -2.779 -0.1 -0.3 0.1
O -1.345 -2.766 -1.940 0.3 0.3 -0.2
C -2.548 -3.252 -1.386 -0.2 -1.2 0.4
O -3.514 -2.223 -1.379 -0.2 0.4 -0.1
C 0.506 0.213 0.279 -0.2 -0.3 -0.2
O -0.285 1.151 0.205 -0.2 0.1 0.2
C 0.001 -1.146 0.732 -0.1 0.1 -0.1
C 0.167 -1.333 2.252 0.2 0.0 0.0
C 0.120 0.005 2.949 0.1 -0.4 0.2
O 1.090 0.512 3.469 0.2 0.1 0.1
N -1.076 0.677 2.964 0.1 0.6 0.5
C -2.279 0.355 2.400 -1.0 0.5 -0.2
N -2.675 -0.813 2.031 0.7 -0.3 0.4
C -3.929 -0.778 1.517 -0.6 0.5 -0.2
C -4.520 0.440 1.497 0.1 0.0 0.1
S -3.460 1.634 2.148 0.3 -0.6 -0.1
H 5.901 1.910 2.049 0.0 0.0 0.1
H 5.862 0.263 2.732 0.0 0.0 0.0
H 4.552 1.412 3.109 0.0 0.0 0.0
H 4.221 -1.282 1.662 0.0 0.0 0.0
H 2.995 -0.112 2.232 0.1 -0.1 -0.1
H 3.515 -0.540 -0.740 -0.1 -0.1 0.0
H 2.427 -1.615 0.156 0.0 0.0 0.0
H 3.306 1.745 -0.459 -0.2 0.0 -0.1
H 1.735 2.466 0.004 0.1 -0.1 0.0
H 0.018 2.351 -1.377 0.2 -0.1 0.0
H -0.755 2.740 -3.739 0.0 -0.1 -0.1
H 0.456 1.493 -4.155 -0.1 0.1 0.0
H -2.858 2.104 -2.759 0.0 0.1 0.0
H -4.392 0.400 -1.814 -0.1 0.0 0.0
H 0.298 -0.780 -3.033 0.2 0.0 -0.1
H -2.366 -3.593 -0.353 0.0 0.1 -0.2
H -2.917 -4.098 -1.988 0.1 0.2 0.1
H -1.063 -1.152 0.498 0.2 0.0 -0.1
H 0.473 -1.963 0.190 0.0 0.0 0.0
H 1.132 -1.785 2.485 -0.1 0.1 0.1
H -0.638 -1.967 2.626 0.1 0.0 0.0
H -1.004 1.623 3.322 0.2 -0.2 0.0
H -4.365 -1.692 1.159 -0.2 -0.1 -0.1
H -5.497 0.709 1.151 -0.2 0.0 -0.1
```
Positions in Å, forces in eV/Å.

These are the Mulliken partial charges, in e, on atoms 1 to 4:
1. C -0.77
2. O -0.33
3. C -0.32
4. C -1.16


Record 2
# C4H5Cl2F

The molecule C4H5Cl2F in a non-equilibrium geometry (wB97M-V/def2-TZVPD, the OMol25 dataset).

As for the spin multiplicity: 3. Its gap between HOMO and LUMO (alpha / beta) is 8.29 / 9.74 eV. For the energy above the lowest of the compared OMol25 structures with the same formula, charge and spin, the calculation gives 5.82 kcal/mol. The value obtained for the HOMO energy (alpha / beta) is -7.438 / -10.731 eV.

Geometry as XYZ:
```
12
Properties=species:S:1:pos:R:3:forces:R:3
C 0.190 -0.401 -0.937 2.9 -2.0 1.5
C 1.571 -1.452 -0.181 -3.1 2.3 -1.1
C -1.187 0.768 0.872 1.2 -2.1 0.9
C -0.213 0.904 -0.304 2.2 0.2 0.9
F -0.830 -1.191 -1.283 0.3 0.1 0.1
Cl 1.919 -3.003 -0.700 -0.3 -0.4 -0.4
Cl 2.858 -0.503 0.305 0.6 0.6 0.3
H -1.894 1.588 0.844 -0.2 -0.1 0.3
H -1.654 -0.240 0.613 -0.1 1.4 1.1
H -0.616 0.712 1.872 -1.2 0.0 -1.5
H -0.877 1.241 -1.060 0.0 1.3 -1.2
H 0.733 1.576 -0.041 -2.2 -1.3 -1.1
```
Positions in Å, forces in eV/Å.

These are the Mulliken partial charges, in e, on atoms 1 to 4:
1. C -0.02
2. C 0.20
3. C -0.91
4. C -0.18


Record 3
# C4H17N8O5Sn2

A structure of composition C4H17N8O5Sn2 in a non-equilibrium geometry (wB97M-V/def2-TZVPD, the OMol25 dataset).

As for the spin multiplicity: 1. Its gap between HOMO and LUMO is 5.88 eV. The net charge is +3. The value obtained for the HOMO energy is -18.086 eV.

Geometry as XYZ:
```
36
Properties=species:S:1:pos:R:3:forces:R:3
Sn 3.297 0.675 0.695 -2.2 -0.8 -0.5
Sn -0.343 1.203 3.342 0.0 -0.6 -2.8
O 0.543 0.021 0.981 0.2 1.0 1.8
H -0.063 -0.726 0.904 0.1 -0.2 0.1
C 1.065 0.396 -2.850 1.1 -0.7 1.7
O 2.029 0.681 -2.098 0.9 0.2 0.2
N -0.088 0.054 -2.201 -1.1 0.1 -0.4
N 1.125 0.285 -4.174 -1.2 0.0 0.3
H -1.008 -0.027 -2.604 0.2 -0.1 -0.4
H -0.042 -0.102 -1.212 0.4 0.2 0.0
H 0.253 -0.017 -4.580 0.3 0.0 -0.6
H 1.939 0.372 -4.757 0.2 0.2 0.3
C 2.626 -3.132 1.955 0.1 -0.5 1.2
O 3.298 -2.180 2.406 -0.3 1.1 -1.0
N 1.533 -2.984 1.170 -0.2 -0.2 -0.5
N 2.878 -4.389 2.360 0.3 0.6 -0.3
H 1.234 -3.763 0.606 -0.1 0.1 0.0
H 1.210 -2.068 0.935 0.3 0.1 -0.1
H 2.292 -5.158 2.087 0.2 -0.2 0.1
H 3.751 -4.534 2.841 -0.1 -0.3 0.1
C 0.675 3.227 0.534 0.0 0.7 -1.5
O 1.386 2.782 1.500 0.1 -1.1 0.5
N 0.890 4.444 0.015 0.4 -0.2 0.9
N -0.250 2.477 -0.063 -0.9 -1.1 0.4
H 1.683 4.954 0.374 -0.2 0.3 0.1
H 0.171 4.952 -0.474 0.1 -0.1 -0.3
H -0.271 1.490 0.174 0.3 0.1 0.4
H -0.713 2.629 -0.944 0.3 0.9 0.0
C -3.642 -0.083 0.848 0.0 1.0 -0.5
O -3.018 0.313 1.851 1.2 -0.1 0.3
N -3.134 -0.918 -0.106 0.0 0.2 0.2
N -4.858 0.422 0.550 0.8 -0.5 0.2
H -3.761 -1.244 -0.822 0.2 -0.3 -0.1
H -2.281 -1.419 0.044 -0.2 -0.3 0.2
H -5.102 1.290 0.995 -0.5 -0.1 0.0
H -5.305 0.077 -0.280 -0.5 0.5 0.1
```
Positions in Å, forces in eV/Å.

These are the Mulliken partial charges, in e, on atoms 1 to 4:
1. Sn 1.56
2. Sn 1.58
3. O -0.61
4. H 0.00


Record 4
# C39H104O39S13

A cluster of 13 separate species, C39H104O39S13 in total in a non-equilibrium geometry (wB97M-V/def2-TZVPD, the OMol25 dataset).

As for the spin multiplicity: 1. Its gap between HOMO and LUMO is 10.73 eV. For the energy above the lowest of the compared OMol25 structures with the same formula, charge and spin, the calculation gives 246.24 kcal/mol. The value obtained for the HOMO energy is -10.877 eV.

Geometry as XYZ:
```
195
Properties=species:S:1:pos:R:3:forces:R:3
O -6.055 18.183 -17.128 -0.2 1.4 1.5
S -5.586 19.128 -16.116 2.6 -1.6 -1.0
O -4.397 18.685 -15.336 -3.1 1.8 -1.3
O -5.116 20.501 -16.962 -0.1 -1.7 1.9
C -5.802 20.828 -18.153 -1.2 1.1 -0.9
C -5.487 22.294 -18.436 0.7 0.2 0.2
C -6.892 19.826 -15.015 0.8 -0.2 -1.0
H -6.884 20.797 -18.028 -0.2 -0.4 0.3
H -5.582 20.170 -18.993 0.4 -0.1 0.2
H -6.126 22.788 -19.168 -0.1 -0.4 -0.1
H -4.452 22.416 -18.756 0.0 0.0 -0.1
H -5.584 22.861 -17.510 -0.1 0.0 0.1
H -7.407 19.082 -14.408 0.6 -0.2 0.0
H -7.650 20.277 -15.655 0.3 0.2 -0.1
H -6.298 20.547 -14.454 -0.4 0.0 0.2
O -12.459 16.057 -15.155 0.0 0.8 0.3
S -12.345 14.951 -14.259 1.2 -2.3 0.6
O -11.032 14.613 -13.654 -3.4 0.9 -0.9
O -13.531 15.024 -13.102 1.5 -0.4 -0.7
C -14.496 16.076 -13.239 -1.1 0.5 0.1
C -15.701 15.839 -12.294 1.2 0.2 0.6
C -12.957 13.518 -15.227 0.6 0.7 0.8
H -14.957 16.074 -14.226 0.6 0.0 -0.3
H -13.958 17.011 -13.081 -0.4 0.1 0.0
H -15.624 16.350 -11.335 0.4 0.1 0.0
H -15.701 14.780 -12.039 -0.6 -0.1 -0.3
H -16.622 16.225 -12.734 0.0 -0.5 -0.2
H -13.310 12.750 -14.539 0.1 0.1 -0.2
H -12.094 13.190 -15.807 -0.1 -0.1 0.1
H -13.726 13.906 -15.895 0.0 -0.1 0.2
O -0.955 10.562 -11.598 -0.1 1.1 2.4
S -1.076 11.471 -10.459 -0.1 1.5 -0.9
O -2.159 11.435 -9.479 1.3 -0.3 -1.5
O 0.323 11.496 -9.642 -0.4 -0.2 -0.7
C 0.339 12.123 -8.358 0.4 -1.1 2.3
C 1.729 11.930 -7.765 0.8 0.2 -0.4
C -0.926 13.208 -11.152 -0.9 -2.2 0.6
H -0.317 11.554 -7.698 -0.5 0.2 -0.2
H 0.064 13.171 -8.246 -0.2 0.1 -1.0
H 1.987 12.599 -6.944 -0.6 0.2 0.0
H 2.464 12.169 -8.533 0.2 -0.2 -0.1
H 1.909 10.929 -7.374 -0.1 -0.1 -0.4
H -0.937 13.836 -10.262 0.2 0.2 -0.4
H -1.830 13.306 -11.753 0.1 0.3 0.1
H -0.036 13.194 -11.781 -0.1 0.2 0.3
O -13.991 18.658 -4.465 -1.4 -2.1 -1.7
S -14.611 17.597 -5.289 0.8 -0.3 0.6
O -16.026 17.622 -5.632 2.2 -0.1 0.4
O -13.752 17.415 -6.697 -1.8 0.7 1.1
C -12.437 17.936 -6.634 1.2 0.7 0.1
C -11.764 17.652 -7.981 -0.1 0.1 1.0
C -14.157 15.907 -4.612 -0.8 0.3 -0.5
H -11.963 17.543 -5.734 0.5 -0.6 -0.3
H -12.429 19.004 -6.418 -0.4 0.2 -0.3
H -10.709 17.922 -7.955 0.0 0.0 0.2
H -12.240 18.297 -8.719 -0.1 -0.4 -0.2
H -11.844 16.585 -8.190 -0.1 0.1 -0.4
H -14.157 15.202 -5.443 -0.1 0.4 -0.3
H -14.956 15.546 -3.964 0.1 0.5 0.3
H -13.174 15.837 -4.147 -0.2 0.6 0.1
O -1.182 22.463 -11.924 3.6 -0.2 2.7
S 0.105 22.432 -11.145 -1.5 0.7 0.5
O 1.280 23.094 -11.715 -1.7 -1.4 1.0
O -0.154 23.019 -9.579 -0.5 -0.3 -1.7
C 0.960 23.541 -8.837 -0.3 1.1 0.5
C 0.471 23.901 -7.431 -0.2 -0.2 0.3
C 0.427 20.741 -10.467 0.1 0.1 -1.6
H 1.282 24.438 -9.366 0.5 -0.2 0.1
H 1.757 22.811 -8.693 0.1 -0.1 -0.5
H 1.223 24.363 -6.792 0.5 -0.1 -0.4
H 0.209 22.979 -6.911 -0.3 0.0 0.0
H -0.353 24.611 -7.368 -0.2 -0.2 -0.5
H 1.348 20.670 -9.888 0.0 0.6 -0.2
H 0.531 20.155 -11.380 0.0 -0.3 0.2
H -0.389 20.356 -9.856 -0.2 0.5 -0.3
O -2.304 13.048 -24.779 1.3 1.4 2.0
S -1.718 13.698 -23.593 -0.6 -0.6 -0.1
O -1.499 12.862 -22.387 -0.2 2.1 -2.3
O -0.291 14.468 -24.048 -1.4 -0.6 1.9
C 0.969 13.895 -23.543 0.1 -0.2 -1.6
C 1.298 12.766 -24.522 0.8 -0.4 -0.1
C -2.807 15.247 -23.243 0.8 -1.3 -0.8
H 1.028 13.615 -22.491 -0.9 -0.2 -0.1
H 1.726 14.675 -23.630 -0.4 0.4 -0.3
H 0.648 12.712 -25.396 -0.6 0.1 0.5
H 1.326 11.797 -24.024 0.0 0.0 -0.2
H 2.240 12.949 -25.039 0.4 -0.1 0.5
H -2.890 15.472 -22.180 0.4 -0.1 -0.2
H -3.781 15.019 -23.677 0.1 -0.4 0.2
H -2.400 16.049 -23.858 0.3 0.0 0.3
O -12.764 27.002 -20.258 0.8 -1.2 -2.1
S -12.308 25.975 -21.208 1.7 -0.5 2.0
O -10.855 25.637 -21.291 -3.2 1.2 -0.3
O -13.028 24.589 -20.710 0.1 1.3 -1.1
C -12.478 23.879 -19.607 -0.7 -2.6 0.7
C -13.103 22.450 -19.725 -0.1 0.3 -0.7
C -13.049 26.200 -22.924 0.7 -0.2 2.1
H -12.801 24.207 -18.618 0.0 1.0 -0.3
H -11.392 23.785 -19.602 0.0 0.4 -0.4
H -14.190 22.474 -19.801 -0.1 0.5 0.4
H -12.858 21.776 -18.904 0.3 0.2 0.0
H -12.853 21.985 -20.679 0.6 -0.1 0.1
H -12.579 25.392 -23.484 -0.4 0.2 -0.2
H -12.752 27.203 -23.231 0.3 -0.2 0.0
H -14.132 26.187 -22.802 0.2 -0.4 -0.1
O -7.587 7.147 -15.918 -1.1 1.1 -1.3
S -8.263 8.087 -16.810 1.1 0.9 0.0
O -9.696 8.348 -16.687 2.5 -0.3 -0.3
O -7.469 9.561 -16.690 -0.8 -1.4 -0.2
C -5.994 9.549 -16.608 -0.7 -0.4 -0.4
C -5.536 10.876 -17.121 -0.3 1.7 0.5
C -7.765 7.805 -18.601 -1.2 -0.2 1.8
H -5.536 8.821 -17.278 -0.4 -0.6 0.3
H -5.806 9.322 -15.559 0.6 0.1 -0.2
H -4.460 11.037 -17.187 0.1 -0.5 0.2
H -5.930 11.655 -16.468 0.1 0.1 0.2
H -5.933 11.156 -18.097 -0.1 -0.6 -0.2
H -7.886 8.796 -19.040 0.2 -0.3 -0.2
H -8.495 7.088 -18.974 0.1 0.1 -0.2
H -6.760 7.383 -18.596 -0.1 0.3 -0.1
O -2.383 23.350 -23.788 0.1 0.6 -0.7
S -2.252 24.504 -24.632 -0.5 1.4 1.2
O -2.404 24.452 -26.058 0.3 -0.1 0.5
O -3.409 25.572 -24.068 2.0 0.4 -0.9
C -3.140 27.001 -24.438 -3.2 0.2 0.8
C -4.479 27.820 -24.037 1.7 -0.6 0.8
C -0.699 25.400 -24.219 0.2 -0.8 -0.5
H -3.033 27.144 -25.513 0.4 -0.5 0.0
H -2.282 27.352 -23.864 -0.3 0.1 -0.1
H -5.395 27.598 -24.584 0.5 -0.1 -0.3
H -4.265 28.889 -24.024 0.1 0.1 -0.7
H -4.706 27.680 -22.980 0.0 -0.6 0.1
H -0.691 26.343 -24.766 -0.1 0.0 0.5
H 0.181 24.868 -24.581 -0.4 -0.5 -0.5
H -0.481 25.421 -23.151 -0.8 0.5 0.1
O 2.299 19.561 -16.839 0.7 -0.6 -0.9
S 2.059 19.820 -18.234 -2.2 1.9 -1.4
O 2.965 20.655 -19.045 -1.3 -2.6 1.3
O 1.586 18.435 -19.105 0.8 1.7 0.7
C 0.372 17.688 -18.747 0.8 0.3 2.3
C 0.691 16.778 -17.487 0.1 0.9 -2.1
C 0.429 20.665 -18.233 0.7 -0.2 -0.1
H 0.048 17.217 -19.675 0.4 -0.4 0.2
H -0.472 18.299 -18.428 0.2 0.6 -0.3
H -0.283 16.396 -17.182 0.5 -0.8 0.1
H 1.164 17.321 -16.669 -0.4 0.5 -0.2
H 1.496 16.134 -17.841 -0.6 -0.9 0.3
H 0.535 21.739 -18.079 0.5 -0.1 0.1
H -0.110 20.243 -17.383 -0.2 0.0 -0.3
H -0.036 20.534 -19.210 -0.1 -0.2 0.2
O -8.580 20.567 -24.606 -0.8 -0.1 -2.0
S -9.198 20.548 -25.934 0.7 0.8 0.2
O -10.541 19.978 -26.075 2.6 1.3 -0.2
O -9.174 22.080 -26.546 -0.4 -0.6 0.8
C -8.001 22.922 -26.334 0.2 0.8 -1.5
C -8.175 24.191 -27.231 -0.9 -0.4 0.3
C -8.005 19.915 -27.187 -0.4 -0.7 0.3
H -7.089 22.495 -26.752 -0.1 -0.7 0.2
H -7.803 23.093 -25.276 -0.5 0.2 -0.1
H -9.048 24.788 -26.968 0.4 0.4 0.7
H -8.445 23.998 -28.270 0.3 -1.0 -0.1
H -7.248 24.760 -27.316 -0.1 0.1 0.6
H -7.065 20.458 -27.284 -0.2 0.3 0.8
H -8.421 19.966 -28.193 -0.6 -0.2 0.3
H -7.765 18.896 -26.884 -0.1 -0.1 -0.2
O -9.067 12.706 -22.146 -2.0 0.9 -0.7
S -10.013 13.695 -22.637 0.2 2.5 0.1
O -9.925 14.229 -23.993 0.1 -1.1 1.5
O -11.561 13.298 -22.380 1.8 -1.6 0.9
C -12.556 14.122 -22.927 -0.5 0.6 -2.2
C -13.162 13.430 -24.164 -0.2 -0.6 0.8
C -9.992 15.150 -21.471 0.8 -0.8 -0.6
H -12.133 15.050 -23.310 0.2 0.2 0.3
H -13.280 14.374 -22.152 0.0 -0.3 0.0
H -13.684 12.525 -23.854 -0.5 0.2 0.1
H -12.421 13.007 -24.842 0.4 0.7 0.0
H -13.831 14.108 -24.693 0.0 -0.1 0.0
H -10.837 15.828 -21.591 -0.1 -0.4 -0.2
H -9.088 15.710 -21.710 0.1 -0.1 0.0
H -9.913 14.747 -20.461 -0.1 0.0 -0.1
O -7.611 25.604 -8.150 -0.1 -1.6 -2.5
S -7.587 24.613 -9.230 1.1 -0.1 -0.9
O -8.255 23.334 -9.082 0.0 1.4 -0.2
O -7.983 25.344 -10.679 0.0 0.6 4.1
C -7.951 24.613 -11.883 -1.0 0.8 0.6
C -8.313 25.712 -12.858 0.7 -0.5 -0.8
C -5.873 24.176 -9.705 0.0 1.5 0.9
H -8.758 23.890 -11.764 0.5 -0.7 -0.6
H -6.930 24.250 -11.994 -0.3 -0.5 -0.6
H -7.537 26.474 -12.789 0.0 0.0 -0.2
H -9.260 26.213 -12.658 -0.1 -0.5 0.1
H -8.289 25.235 -13.838 -0.2 0.5 -0.3
H -5.341 25.055 -10.069 -0.4 0.4 0.0
H -5.778 23.439 -10.502 -0.3 -0.4 0.8
H -5.403 24.011 -8.736 0.1 -0.9 -0.2
```
Positions in Å, forces in eV/Å.

These are the Mulliken partial charges, in e, on atoms 1 to 4:
1. O -0.59
2. S 1.06
3. O -0.59
4. O -0.27